Run a
ORCA calculation (the ωB97M-V functional and the def2-TZVPD basis) on one molecule with the formula C4H4ClF.

XYZ file:
```
10
Properties=species:S:1:pos:R:3:mulliken_charge:R:1
C -2.165 0.256 0.067 -0.1921
C -0.845 0.000 -0.036 -0.0582
C 0.144 1.067 0.028 -0.2039
C 1.436 0.926 -0.063 -0.3372
H -2.525 1.282 0.193 0.3080
H -0.540 -1.038 -0.060 0.3200
H -0.225 2.094 -0.041 0.2272
H 2.214 1.668 -0.085 0.3756
F -3.075 -0.681 -0.038 -0.2319
Cl 2.196 -0.669 0.021 -0.2075
```

The HOMO energy comes out at -8.92 eV. The lowest unoccupied orbital energy is 0.88 eV. Its SMILES is F/C=C/C=C\Cl.


Run b
ORCA calculation (the ωB97M-V functional and the def2-TZVPD basis) on one molecule with the formula C4H4ClF.

XYZ file:
```
10
Properties=species:S:1:pos:R:3:mulliken_charge:R:1
C -1.030 0.049 -0.515 0.1981
C -0.263 0.212 0.743 -0.4324
C 1.219 -0.203 0.532 -0.6079
C 2.235 -0.594 0.057 0.0588
H -0.299 -0.314 -1.233 0.2870
H -0.338 1.271 0.828 0.2634
H -0.658 -0.316 1.605 0.2877
H 3.044 -0.608 -0.603 0.3858
F -1.918 -0.969 -0.312 -0.2554
Cl -1.992 1.473 -1.104 -0.1851
```

The HOMO energy comes out at -10.77 eV. The lowest unoccupied orbital energy is 0.91 eV. Its SMILES is C#CC[C@@H](F)Cl.


Run c
ORCA calculation (the ωB97M-V functional and the def2-TZVPD basis) on a 2-piece molecular cluster, C4H4ClF overall.

XYZ file:
```
10
Properties=species:S:1:pos:R:3:mulliken_charge:R:1
C -0.273 -0.854 -0.816 -0.6056
C -0.400 0.467 -0.976 -0.3713
C 0.289 -0.741 0.585 0.4045
C 0.133 0.780 0.364 -0.2620
F 1.580 -1.160 0.734 -0.2758
Cl 1.439 1.858 0.626 -0.1292
H -0.473 -1.717 -1.420 0.4128
H -0.794 1.101 -1.747 0.4179
H -0.290 -1.186 1.400 0.2162
H -1.210 1.453 1.250 0.1925
```

The HOMO energy comes out at -9.47 eV. The lowest unoccupied orbital energy is 0.20 eV.


Sorted by energy, starting with the most stable: run a, run b, run c.


Run a
ORCA calculation (the ωB97M-V functional and the def2-TZVPD basis) on C3H5BrO as an isolated structure.

XYZ file:
```
10
Properties=species:S:1:pos:R:3:mulliken_charge:R:1
C 1.160 0.960 2.810 1.0063
C 0.109 0.796 -0.607 -0.7664
C 1.870 1.383 1.830 -0.9929
O 0.498 0.833 3.785 -0.3882
Br 1.588 3.204 1.498 -0.0731
H -0.374 0.107 0.017 0.2448
H 0.188 0.379 -1.688 0.2569
H 0.910 1.259 -0.103 -0.0023
H -0.540 1.649 -0.729 0.2984
H 2.667 0.868 1.262 0.4166
```

The HOMO energy comes out at -9.23 eV. The lowest unoccupied orbital energy is -0.36 eV.


Run b
ORCA calculation (the ωB97M-V functional and the def2-TZVPD basis) on C3H5BrO as an isolated structure.

XYZ file:
```
10
Properties=species:S:1:pos:R:3:mulliken_charge:R:1
C -2.867 0.634 1.134 -0.0213
C 2.027 -0.148 -0.567 -0.9311
C 0.608 -0.500 -0.988 -0.2321
O -3.513 1.607 1.279 -0.3392
Br -0.860 0.484 -0.321 0.0129
H -2.983 -0.363 1.500 0.3151
H 2.075 0.012 0.503 0.3005
H 2.284 0.746 -1.003 0.3126
H 2.717 -0.917 -0.886 0.3102
H 0.512 -1.553 -0.651 0.2725
```

The HOMO energy (spin up / spin down) comes out at -7.65 / -8.50 eV. The lowest unoccupied orbital energy (spin up / spin down) is -0.32 / 0.02 eV.


Sorted by energy, starting with the most stable: run a, run b.


Run a
ORCA calculation (the ωB97M-V functional and the def2-TZVPD basis) on C35H39AsMgNO3SbTe as an isolated structure.

XYZ file:
```
82
Properties=species:S:1:pos:R:3:mulliken_charge:R:1
Mg 0.893 -1.258 -0.486 0.4084
N -0.032 -4.690 2.547 -0.1576
C -0.423 -3.243 2.688 -0.5499
C 0.124 -2.527 1.477 1.3783
O 0.030 -1.280 1.393 -0.8938
O 0.653 -3.249 0.581 -0.8515
H 0.705 -4.964 3.195 0.3800
H 0.339 -4.752 1.581 0.2385
H -0.821 -5.325 2.664 0.3689
H -0.041 -2.815 3.609 0.3680
H -1.508 -3.175 2.675 0.0334
Te 3.496 -1.260 -1.274 0.2254
C 4.372 -2.920 -0.319 0.6552
C 4.245 -3.122 1.051 -0.1931
C 4.864 -4.219 1.634 -0.7400
C 5.582 -5.117 0.852 -0.4960
C 5.697 -4.911 -0.515 -0.6267
C 5.098 -3.803 -1.107 -0.6372
C 4.041 0.254 0.082 0.6781
C 5.123 1.065 -0.251 -0.7937
C 5.512 2.074 0.621 -0.6437
C 4.825 2.271 1.811 -0.4992
C 3.740 1.466 2.135 -0.9565
C 3.342 0.457 1.269 -0.0730
H 3.706 -2.413 1.667 0.3777
H 4.803 -4.365 2.707 0.4455
H 6.068 -5.967 1.312 0.4214
H 6.270 -5.599 -1.123 0.4198
H 5.218 -3.629 -2.169 0.4372
H 5.664 0.912 -1.176 0.4389
H 6.354 2.706 0.367 0.4240
H 5.133 3.057 2.489 0.4273
H 3.199 1.628 3.059 0.4242
H 2.479 -0.146 1.527 0.3885
C -1.377 2.123 -2.282 -1.1435
Sb 0.495 1.496 -1.491 0.7573
C 1.268 0.854 -3.397 -1.2079
C 1.499 3.374 -1.540 -1.2016
H -1.164 2.836 -3.076 0.4297
H -1.994 2.598 -1.521 0.3953
H -1.899 1.259 -2.688 0.1990
H 0.876 1.526 -4.161 0.5124
H 0.954 -0.164 -3.626 0.1793
H 2.357 0.913 -3.420 0.3824
H 1.493 3.733 -2.569 0.3852
H 2.526 3.262 -1.192 0.3100
H 0.988 4.095 -0.900 0.3806
O -0.558 -1.527 -1.654 1.2352
As -1.736 -2.643 -2.121 0.8305
C -0.923 -4.159 -2.910 0.0567
C 0.436 -4.373 -2.713 -0.3831
C 1.035 -5.495 -3.268 -0.7973
C 0.276 -6.393 -4.007 -0.6162
C -1.084 -6.178 -4.196 -0.7667
C -1.691 -5.058 -3.647 -0.2809
C -2.702 -3.190 -0.563 0.5656
C -3.164 -2.217 0.323 -0.0806
C -3.919 -2.595 1.425 -1.0939
C -4.191 -3.941 1.654 -0.5550
C -3.705 -4.912 0.786 -0.8269
C -2.961 -4.540 -0.330 -0.3319
C -2.920 -1.844 -3.365 0.3059
C -3.999 -1.088 -2.909 -0.3751
C -4.814 -0.447 -3.827 -0.7697
C -4.553 -0.563 -5.188 -0.5442
C -3.480 -1.318 -5.638 -0.7743
C -2.654 -1.963 -4.727 -0.4324
H 1.023 -3.674 -2.135 0.1691
H 2.094 -5.668 -3.125 0.5513
H 0.747 -7.264 -4.444 0.4215
H -1.670 -6.880 -4.776 0.4340
H -2.750 -4.886 -3.804 0.5284
H -2.928 -1.172 0.167 0.4021
H -4.304 -1.839 2.098 0.4503
H -4.800 -4.230 2.502 0.4394
H -3.926 -5.958 0.960 0.4940
H -2.598 -5.297 -1.013 0.4457
H -4.219 -1.006 -1.854 0.3384
H -5.657 0.139 -3.484 0.4478
H -5.194 -0.062 -5.902 0.4203
H -3.286 -1.410 -6.699 0.4295
H -1.812 -2.542 -5.080 0.4576
```

The HOMO energy comes out at -13.23 eV. The lowest unoccupied orbital energy is -4.94 eV. The net charge is +2.


Run b
ORCA calculation (the ωB97M-V functional and the def2-TZVPD basis) on C35H39AsMgNO3SbTe as an isolated structure.

XYZ file:
```
82
Properties=species:S:1:pos:R:3:mulliken_charge:R:1
Mg -0.623 -0.174 0.676 0.5375
N -1.033 -3.510 -2.591 -0.1849
C -2.100 -2.559 -2.139 -0.5172
C -1.505 -1.718 -1.018 1.3326
O -2.218 -0.879 -0.438 -0.9027
O -0.290 -1.900 -0.748 -0.8528
H -1.219 -4.474 -2.309 0.3891
H -0.163 -3.174 -2.095 0.2663
H -0.894 -3.488 -3.603 0.3504
H -2.989 -3.095 -1.816 0.4038
H -2.353 -1.905 -2.974 -0.0268
Te 0.441 -1.075 3.030 0.2706
C 0.656 -3.153 2.754 0.6706
C -0.418 -3.950 2.378 -0.2107
C -0.232 -5.315 2.232 -0.7491
C 1.022 -5.876 2.439 -0.5179
C 2.089 -5.075 2.809 -0.6151
C 1.909 -3.707 2.978 -0.6536
C -1.395 -1.029 4.059 0.5901
C -1.364 -0.886 5.442 -0.7886
C -2.556 -0.830 6.150 -0.6602
C -3.768 -0.912 5.481 -0.5322
C -3.797 -1.047 4.100 -0.9192
C -2.611 -1.104 3.384 -0.0229
H -1.403 -3.519 2.237 0.4008
H -1.071 -5.949 1.976 0.4546
H 1.160 -6.943 2.331 0.4221
H 3.061 -5.513 2.990 0.4198
H 2.739 -3.091 3.300 0.4413
H -0.421 -0.822 5.969 0.4474
H -2.535 -0.722 7.225 0.4242
H -4.694 -0.868 6.037 0.4242
H -4.742 -1.103 3.580 0.4376
H -2.654 -1.195 2.303 0.3883
C -1.761 4.112 0.830 -1.1549
Sb -1.586 2.316 1.957 0.7480
C 0.400 2.717 2.682 -1.2102
C -2.581 2.934 3.735 -1.1613
H -1.563 4.941 1.507 0.4238
H -2.754 4.221 0.402 0.3897
H -1.019 4.104 0.031 0.2181
H 0.485 3.790 2.850 0.4956
H 1.151 2.411 1.954 0.2122
H 0.579 2.207 3.629 0.3708
H -2.044 3.786 4.143 0.4008
H -2.590 2.124 4.461 0.2481
H -3.606 3.222 3.519 0.3862
O 0.236 1.090 -0.434 1.1430
As 1.052 1.263 -1.893 0.7749
C 2.690 0.297 -1.866 0.0752
C 2.876 -0.701 -0.916 -0.3245
C 4.059 -1.427 -0.909 -0.7986
C 5.043 -1.156 -1.849 -0.5999
C 4.854 -0.162 -2.800 -0.7405
C 3.676 0.570 -2.812 -0.2949
C -0.078 0.553 -3.270 0.4838
C -1.425 0.913 -3.285 -0.0882
C -2.252 0.437 -4.294 -1.0594
C -1.742 -0.413 -5.268 -0.5654
C -0.405 -0.792 -5.235 -0.8510
C 0.432 -0.305 -4.238 -0.3065
C 1.403 3.103 -2.210 0.1977
C 0.461 3.892 -2.866 -0.2826
C 0.700 5.248 -3.022 -0.7948
C 1.871 5.808 -2.529 -0.5368
C 2.807 5.020 -1.876 -0.7784
C 2.577 3.662 -1.712 -0.3834
H 2.104 -0.912 -0.183 0.1514
H 4.214 -2.200 -0.169 0.5488
H 5.966 -1.718 -1.837 0.4240
H 5.627 0.050 -3.525 0.4343
H 3.538 1.356 -3.546 0.5088
H -1.833 1.553 -2.511 0.4306
H -3.291 0.737 -4.324 0.4484
H -2.382 -0.765 -6.066 0.4404
H -0.005 -1.438 -6.004 0.5114
H 1.478 -0.591 -4.225 0.4506
H -0.447 3.461 -3.270 0.3361
H -0.023 5.867 -3.536 0.4551
H 2.056 6.865 -2.658 0.4232
H 3.717 5.460 -1.495 0.4317
H 3.308 3.050 -1.197 0.4512
```

The HOMO energy comes out at -13.18 eV. The lowest unoccupied orbital energy is -4.88 eV. The net charge is +2.


Sorted by energy, starting with the most stable: run b, run a.


Run a
ORCA calculation (the ωB97M-V functional and the def2-TZVPD basis) on one molecule with the formula C3H6N4S.

XYZ file:
```
14
Properties=species:S:1:pos:R:3:mulliken_charge:R:1
C 0.049 0.506 0.193 0.4751
C -2.478 -0.344 0.061 -0.0050
C -1.590 -1.320 0.268 -0.3272
H 2.973 -0.373 1.379 0.1614
H 1.620 1.899 0.034 0.2566
H -3.485 -0.665 -0.381 0.2783
H -1.375 -1.565 1.324 0.2616
H -1.781 -2.139 -0.395 0.3329
H 0.380 -1.567 -0.234 0.3225
N 1.391 0.920 -0.013 -0.1891
N -0.928 1.347 0.123 -0.4097
N -2.264 0.936 -0.176 -0.4093
N -0.283 -0.766 -0.426 -0.5124
S 2.523 -0.356 -0.089 -0.2354
```

The HOMO energy comes out at -8.71 eV. The lowest unoccupied orbital energy is 0.29 eV. Its SMILES is SNC1=NN=CCN1.


Run b
ORCA calculation (the ωB97M-V functional and the def2-TZVPD basis) on C3H6N4S as an isolated structure.

XYZ file:
```
14
Properties=species:S:1:pos:R:3:mulliken_charge:R:1
C 1.820 1.090 0.175 0.0222
C -0.057 -0.345 0.621 0.0945
C -2.974 -0.477 -0.050 -0.2566
H 2.378 -1.711 -0.651 0.1379
H 1.315 2.035 -0.058 0.5083
H -0.548 -1.178 1.206 0.3170
H -0.258 0.893 -0.942 0.3425
H -3.949 -0.887 -0.506 0.2869
H -2.764 -0.088 1.144 0.2702
N 2.977 0.965 -0.328 -0.4079
N 1.223 -0.041 0.751 -0.5332
N -0.842 0.651 -0.206 -0.3473
N -2.067 -0.190 -0.879 -0.3065
S 3.748 -0.715 -0.278 -0.1279
```

The HOMO energy comes out at -8.76 eV. The lowest unoccupied orbital energy is -0.02 eV.


Run c
ORCA calculation (the ωB97M-V functional and the def2-TZVPD basis) on one molecule with the formula C3H6N4S.

XYZ file:
```
14
Properties=species:S:1:pos:R:3:mulliken_charge:R:1
C 0.432 -1.319 -0.111 0.4041
C -1.378 -0.247 -0.175 0.2874
C -0.471 2.062 0.101 -0.8533
N -0.860 -1.525 -0.193 -0.5392
N 0.791 0.007 -0.316 -0.3948
N -0.391 0.662 -0.173 0.2298
N 1.380 -2.237 0.137 -0.3876
S -2.956 0.120 -0.087 -0.4783
H -0.432 2.117 1.168 0.3908
H 0.245 2.662 -0.326 0.3022
H -1.597 2.257 -0.033 0.2580
H 1.652 0.362 0.100 0.2901
H 1.315 -3.119 -0.440 0.2883
H 2.269 -1.803 0.347 0.2024
```

The HOMO energy comes out at -7.70 eV. The lowest unoccupied orbital energy is 0.17 eV. Its SMILES is Cn1[nH]c(N)nc1=S.


Sorted by energy, starting with the most stable: run c, run a, run b.


Run a
ORCA calculation (the ωB97M-V functional and the def2-TZVPD basis) on a 3-piece molecular cluster, C2H4ClFO2 overall.

XYZ file:
```
10
Properties=species:S:1:pos:R:3:mulliken_charge:R:1
C 1.390 -1.638 0.123 -0.0297
C -1.483 0.730 -1.364 0.0319
O 1.760 -0.737 0.828 -0.4399
O -2.174 1.745 -1.075 -0.1984
F -1.834 -0.311 -0.651 -0.1368
Cl 0.982 2.021 1.491 -0.2923
H 1.727 -2.740 0.290 0.1912
H 0.939 -1.698 -0.895 0.2305
H 1.496 0.861 1.590 0.3381
H -2.802 1.767 -0.338 0.3053
```

The HOMO energy comes out at -10.03 eV. The lowest unoccupied orbital energy is 0.24 eV.


Run b
ORCA calculation (the ωB97M-V functional and the def2-TZVPD basis) on a 2-piece molecular cluster, C2H4ClFO2 overall.

XYZ file:
```
10
Properties=species:S:1:pos:R:3:mulliken_charge:R:1
C 2.326 -0.796 0.609 0.0013
C -1.512 0.517 -0.668 -0.1575
O 1.969 -1.284 1.698 -0.1424
O -0.927 0.284 -1.880 -0.4817
F 1.546 0.339 0.295 -0.1667
Cl -0.810 -0.729 0.468 -0.2295
H -2.608 0.607 -0.494 0.3102
H -1.194 1.430 -0.241 0.2035
H 1.186 -0.911 2.085 0.3105
H 0.024 0.543 -1.871 0.3522
```

The HOMO energy comes out at -10.10 eV. The lowest unoccupied orbital energy is 0.74 eV.


Sorted by energy, starting with the most stable: run b, run a.


Run a
ORCA calculation (the ωB97M-V functional and the def2-TZVPD basis) on an isolated ion of composition C4H10NOS and charge -1.

XYZ file:
```
17
Properties=species:S:1:pos:R:3:mulliken_charge:R:1
C -0.914 0.944 0.017 -0.7199
N -1.413 -0.483 -0.133 -0.4447
C -1.111 -0.882 -1.642 -0.4773
O -0.863 0.017 -2.526 -0.7757
C 0.584 0.894 -0.040 -0.5705
C 1.030 -0.149 1.044 -0.5278
S 2.863 -0.192 1.510 -0.3715
H -1.116 1.223 1.048 0.4439
H -1.348 1.582 -0.766 0.2962
H -2.414 -0.501 0.077 0.2460
H -2.002 -1.654 -1.877 0.2776
H -0.225 -1.526 -1.335 0.1345
H 1.004 0.451 -0.953 0.3783
H 1.048 1.848 0.294 0.3638
H 0.519 0.136 1.960 0.3518
H 0.949 -1.152 0.607 0.3003
H 3.408 -0.556 2.715 0.0950
```

The HOMO energy comes out at -2.81 eV. The lowest unoccupied orbital energy is 3.06 eV. The net charge is -1. Its SMILES is [O-]CNCCCS.


Run b
ORCA calculation (the ωB97M-V functional and the def2-TZVPD basis) on an isolated ion of composition C4H10NOS and charge -1.

XYZ file:
```
17
Properties=species:S:1:pos:R:3:mulliken_charge:R:1
C 2.861 -0.526 -0.543 -0.8258
N 1.500 -1.091 -0.492 -0.4523
C 0.458 -0.165 -0.005 0.0794
C -0.652 -0.975 0.644 -0.9388
S -1.899 0.033 1.517 -0.6430
C 0.109 0.757 -1.192 -0.5105
O -0.979 1.659 -1.091 -0.5167
H 3.600 -1.323 -0.470 0.2867
H 2.974 0.209 0.259 0.3169
H 3.028 0.080 -1.443 0.2866
H 1.233 -1.351 -1.439 0.2918
H 0.895 0.445 0.803 0.3285
H -0.996 -1.692 -0.094 0.2733
H -0.182 -1.589 1.393 0.2801
H -1.417 1.496 -0.214 0.2596
H -0.036 0.199 -2.128 0.2567
H 1.023 1.345 -1.322 0.2273
```

The HOMO energy comes out at -2.65 eV. The lowest unoccupied orbital energy is 3.64 eV. The net charge is -1. Its SMILES is CN[C@@H](CO)C[S-].


Run c
ORCA calculation (the ωB97M-V functional and the def2-TZVPD basis) on a 3-piece molecular cluster, C4H10NOS overall.

XYZ file:
```
17
Properties=species:S:1:pos:R:3:mulliken_charge:R:1
C -0.658 -0.472 0.361 -0.6475
N 0.308 0.003 -0.597 -0.1718
C 1.681 -0.278 -0.300 0.6911
C 2.445 -0.588 -1.386 -1.2332
S -3.653 -0.728 0.522 -0.4390
C 2.119 -0.185 1.029 -0.8488
O 1.618 2.661 -0.409 -0.7330
H -0.646 0.060 1.320 0.3097
H -1.757 -0.328 0.147 -0.2975
H -0.544 -1.531 0.602 0.4756
H 0.010 -0.337 -1.497 0.1871
H 2.197 2.071 0.097 0.3609
H 2.068 -0.553 -2.400 0.2312
H 3.512 -0.756 -1.321 0.2811
H 0.784 2.206 -0.570 0.3410
H 1.323 -0.147 1.761 0.1523
H 3.158 -0.282 1.300 0.3407
```

The HOMO energy comes out at -2.32 eV. The lowest unoccupied orbital energy is 0.49 eV. The net charge is -1.


Sorted by energy, starting with the most stable: run b, run a, run c.